No. 1
{
  "formula": "C2H8O2",
  "method": "ωB97M-V/def2-TZVPD",
  "species": ["C", "O", "H", "H", "H", "H", "C", "O", "H", "H", "H", "H"],
  "coordinates": [[-0.87316, -17.37647, -11.85817], [0.15672, -16.96756, -10.96900], [-0.64957, -18.41068, -12.11995], [-1.87925, -17.46629, -11.44852], [-0.77648, -16.71105, -12.71606], [0.98936, -17.11317, -11.42408], [-1.67512, -16.42411, -9.44511], [-1.15359, -17.71240, -9.35619], [-2.60294, -16.44776, -10.01667], [-1.79923, -16.04683, -8.43005], [-0.93826, -15.75283, -9.88618], [-0.62812, -17.74388, -10.15900]],
  "nbo_charge": [-0.308, -0.721, 0.180, 0.229, 0.188, 0.491, -0.275, -0.745, 0.142, 0.180, 0.179, 0.459],
  "homo_ev": -9.3,
  "gap_ev": 9.92,
  "relative_energy_kcal_mol": 56.00,
  "smiles": "CO.CO",
  "spin_multiplicity": 1
}



No. 2
{
  "formula": "C2H8O2",
  "method": "ωB97M-V/def2-TZVPD",
  "species": ["C", "O", "H", "H", "H", "H", "C", "O", "H", "H", "H", "H"],
  "coordinates": [[0.00000, 0.00000, 0.00000], [0.71542, 1.16735, -0.45521], [0.29834, -0.84938, -0.63730], [-1.08256, 0.17041, -0.12500], [0.19524, -0.26453, 1.05286], [0.72255, 1.07604, -1.43092], [3.65347, -0.85685, -4.03699], [4.96255, -0.42761, -4.15373], [3.38722, -1.88617, -4.33061], [3.07899, -0.15288, -4.66230], [3.36606, -0.70623, -2.98280], [5.06962, -0.21634, -5.10468]],
  "nbo_charge": [-0.253, -0.721, 0.162, 0.164, 0.186, 0.462, -0.244, -0.706, 0.158, 0.153, 0.176, 0.462],
  "homo_ev": -10.4,
  "gap_ev": 11.13,
  "relative_energy_kcal_mol": 24.07,
  "smiles": "CO.CO",
  "spin_multiplicity": 1
}



No. 3
{
  "formula": "C2H8O2P2S",
  "method": "ωB97M-V/def2-TZVPD",
  "species": ["C", "C", "S", "O", "O", "P", "P", "H", "H", "H", "H", "H", "H", "H", "H"],
  "coordinates": [[-1.78300, 0.51899, -0.24833], [-1.07931, -0.76027, -0.71174], [0.01780, -1.34834, 0.76071], [0.73116, -2.52826, 0.38035], [-0.94008, -1.48788, 1.83623], [1.63698, 0.60150, 1.35128], [2.13479, 0.91831, -0.79801], [-2.37430, 0.57486, 0.68134], [-1.09727, 1.39110, -0.21013], [-2.54883, 0.90407, -0.91044], [-0.29365, -0.49737, -1.58127], [-1.65039, -1.64093, -0.81373], [2.65628, -0.34772, 1.63881], [3.30664, 1.68102, -0.41931], [1.28319, 2.02091, -0.95576]],
  "nbo_charge": [-0.664, -0.572, 1.863, -0.926, -0.944, 0.064, 0.004, 0.249, 0.210, 0.232, 0.238, 0.242, -0.002, 0.016, -0.009],
  "homo_ev": -9.0,
  "gap_ev": 8.14,
  "relative_energy_kcal_mol": 51.65,
  "smiles": "CCS(=O)(=O)[PH]#[PH2]",
  "spin_multiplicity": 1
}